No. 1
152
Properties=species:S:1:pos:R:3:mulliken_charge:R:1 method="wB97M-V/def2-TZVPD" s2=0.761 charge=-2 homo_lumo_gap_ev="2.30 / 6.02" relative_energy_kcal_mol=50.02 spin_multiplicity=2
Rb -0.586 -0.314 -0.865 1.2711
C 0.511 2.129 3.778 -1.3087
C 1.958 2.476 3.424 -0.6032
C 2.656 1.509 2.472 -0.1821
Sb 2.819 -0.509 3.266 0.8733
C 3.915 0.143 5.032 -0.1271
C 3.718 -0.532 6.234 -0.8073
C 4.389 -0.154 7.393 -0.5257
C 5.270 0.917 7.365 -0.4027
C 5.482 1.600 6.173 -0.7483
C 4.811 1.211 5.021 0.2770
C 4.633 -0.906 2.175 0.0179
C 4.593 -0.909 0.785 -0.1099
C 5.734 -1.189 0.043 -1.2392
C 6.937 -1.442 0.688 -0.6853
C 6.991 -1.432 2.076 -0.7942
C 5.842 -1.182 2.814 -0.2330
Sb -0.990 2.229 2.177 0.2708
C -0.434 4.360 1.878 0.2265
C -0.089 4.798 0.600 0.4571
C 0.305 6.109 0.348 -1.0919
C 0.359 7.021 1.391 -0.7763
C 0.009 6.613 2.674 -0.7846
C -0.382 5.302 2.909 -0.1504
C -2.513 2.870 3.560 0.9206
C -3.404 3.871 3.177 -0.8090
C -4.399 4.305 4.037 -0.4083
C -4.522 3.740 5.301 -0.6074
C -3.647 2.737 5.689 -0.4795
C -2.650 2.304 4.821 -0.3860
H 0.147 2.825 4.537 0.6151
H 0.468 1.117 4.188 0.6494
H 2.547 2.522 4.348 0.4115
H 1.982 3.486 2.994 0.2832
H 3.666 1.850 2.250 -0.1781
H 2.132 1.417 1.518 0.1416
H 3.029 -1.369 6.267 0.3846
H 4.225 -0.696 8.316 0.3745
H 5.789 1.220 8.266 0.3485
H 6.175 2.433 6.143 0.3839
H 4.994 1.746 4.095 0.2871
H 3.665 -0.712 0.263 0.7461
H 5.668 -1.217 -1.037 0.7322
H 7.828 -1.657 0.108 0.4427
H 7.925 -1.640 2.587 0.3873
H 5.890 -1.212 3.896 0.5505
H -0.143 4.098 -0.227 -0.0789
H 0.557 6.416 -0.662 0.4977
H 0.664 8.045 1.206 0.3508
H 0.035 7.325 3.492 0.4275
H -0.658 5.003 3.915 0.3653
H -3.328 4.304 2.185 0.4465
H -5.090 5.078 3.720 0.3753
H -5.302 4.074 5.975 0.3199
H -3.744 2.283 6.669 0.3837
H -1.988 1.500 5.122 0.3237
O -3.688 -2.105 -3.012 -0.7900
S -2.652 -1.098 -2.998 1.5311
O -2.866 -0.035 -2.007 -0.3680
O -1.290 -1.614 -2.963 -0.7458
C -2.749 -0.206 -4.541 -0.0619
C -3.297 -0.818 -5.656 -0.6333
C -3.364 -0.126 -6.855 -0.6635
C -2.879 1.173 -6.924 -0.7818
C -2.335 1.781 -5.802 -0.2763
C -2.261 1.106 -4.585 -0.1859
P -1.603 1.895 -3.034 1.0823
C -0.586 3.222 -3.856 0.1282
C -0.922 4.558 -4.064 -0.0550
C -0.010 5.436 -4.641 -0.6676
C 1.252 4.993 -5.013 -0.7133
C 1.601 3.663 -4.814 -0.4093
C 0.686 2.789 -4.247 -1.0461
C -3.082 2.853 -2.509 0.6064
C -2.901 3.890 -1.595 -0.1714
C -3.981 4.589 -1.079 -0.5372
C -5.270 4.246 -1.459 -0.8653
C -5.464 3.198 -2.347 -0.6649
C -4.380 2.506 -2.869 -0.6820
H -3.684 -1.824 -5.556 0.5309
H -3.800 -0.591 -7.731 0.3619
H -2.932 1.722 -7.856 0.4082
H -1.974 2.799 -5.877 0.4060
H -1.902 4.917 -3.775 0.4314
H -0.291 6.469 -4.808 0.4044
H 1.962 5.686 -5.451 0.3583
H 2.587 3.301 -5.081 0.4851
H 0.971 1.752 -4.086 0.5035
H -1.902 4.149 -1.272 0.1519
H -3.812 5.385 -0.363 0.4564
H -6.121 4.775 -1.048 0.3371
H -6.468 2.901 -2.626 0.4039
H -4.552 1.666 -3.528 0.3296
N 1.656 2.263 -0.973 1.6078
C 3.087 2.315 -1.236 1.3826
C 3.682 3.728 -1.225 -0.8744
C 4.308 4.187 0.110 0.3970
C 5.635 4.885 -0.114 -1.2685
N 6.684 3.891 -0.429 -0.2361
C 6.549 3.166 -1.564 0.2570
N 6.476 1.849 -1.556 -0.3514
N 6.558 3.798 -2.759 -0.3964
C 3.425 1.542 -2.558 0.1272
O 4.520 1.874 -3.149 -1.0026
O 2.650 0.657 -2.904 -0.5754
H 1.147 2.401 -1.840 -0.7683
H 1.400 3.005 -0.334 -0.6842
H 3.577 1.732 -0.448 -1.0093
H 2.917 4.448 -1.529 0.4331
H 4.435 3.727 -2.013 0.5823
H 4.490 3.334 0.769 -0.4495
H 3.629 4.851 0.652 0.5548
H 5.981 5.415 0.772 0.4424
H 5.556 5.619 -0.918 0.3539
H 6.823 3.263 0.355 0.3201
H 6.411 1.408 -0.646 0.1138
H 5.724 1.505 -2.217 0.3477
H 6.319 4.778 -2.736 0.3263
H 6.071 3.280 -3.482 0.3386
C -4.782 -2.628 5.129 -1.2564
C -4.174 -1.238 5.057 -0.1600
O -4.486 -0.608 3.823 -0.3835
P -3.504 -0.610 2.537 0.7808
S -4.106 0.779 1.304 -0.4084
S -1.593 -0.704 3.131 -0.4302
O -3.869 -2.079 1.950 -0.2815
C -3.321 -2.435 0.673 0.7975
C -3.846 -3.796 0.279 -1.6520
H -4.498 -3.105 6.071 0.3821
H -4.418 -3.233 4.299 0.2498
H -5.871 -2.579 5.071 0.3025
H -3.090 -1.293 5.180 0.2693
H -4.584 -0.593 5.838 0.2646
H -2.228 -2.457 0.747 -0.1073
H -3.608 -1.684 -0.066 -0.1031
H -3.491 -4.564 0.969 0.3745
H -3.503 -4.031 -0.729 0.3527
H -4.938 -3.793 0.290 0.3670
F 4.573 -6.220 -1.392 -0.3156
C 4.305 -5.773 -0.135 0.8398
F 5.552 -5.360 0.338 -0.3140
F 4.064 -6.891 0.624 -0.3113
C 3.251 -4.780 -0.077 0.3734
C 2.567 -4.497 1.147 -0.9026
C 1.594 -3.536 1.159 -0.6254
N 1.230 -2.778 0.086 0.0630
C 1.889 -3.065 -1.081 -0.2780
C 2.857 -4.017 -1.216 -1.0490
H 2.813 -5.035 2.054 0.3579
H 1.049 -3.331 2.076 0.4666
H 1.604 -2.466 -1.943 0.3816
H 3.326 -4.185 -2.177 0.3633

No. 2
42
Properties=species:S:1:pos:R:3:nbo_charge:R:1 method="wB97M-V/def2-TZVPD" charge=-1 homo_lumo_gap_ev=6.90
O 0.131 -1.144 2.565 -1.1321
P -0.798 -0.590 1.559 2.0554
O -1.292 0.875 2.000 -1.0014
O -0.061 -0.386 0.136 -1.0069
P -2.596 -1.754 1.211 0.1624
C -3.717 -0.404 0.568 -0.1479
C -4.549 0.244 1.677 -0.1033
O -5.339 1.107 0.920 -0.7294
B -5.782 0.219 -0.239 0.4318
O -4.696 -0.880 -0.281 -0.7330
H -1.959 1.237 1.394 0.5122
H 0.815 0.010 0.300 0.5091
H -2.151 -2.374 0.024 0.0053
H -3.132 0.379 0.043 0.1462
H -5.188 -0.575 2.054 0.1580
H -4.012 0.730 2.496 0.1617
H -6.883 -0.292 -0.011 -0.1489
H -5.812 0.865 -1.283 -0.1379
C 2.609 -3.056 1.397 -0.6326
C 3.654 -2.015 1.029 0.0996
C 4.929 -2.173 1.845 -0.6285
O 3.124 -0.701 1.179 -0.7379
H 2.318 -2.947 2.445 0.2178
H 1.709 -2.919 0.800 0.2309
H 2.991 -4.067 1.242 0.1967
H 3.893 -2.100 -0.034 0.1652
H 4.710 -2.047 2.909 0.1992
H 5.663 -1.420 1.559 0.2101
H 5.367 -3.163 1.702 0.2045
H 2.854 -0.591 2.100 0.4749
C 1.445 1.300 -2.347 -0.6353
C 0.638 2.379 -3.050 0.0959
C 1.494 3.595 -3.378 -0.6282
O -0.494 2.759 -2.277 -0.7068
H 1.839 1.682 -1.400 0.1929
H 0.824 0.432 -2.128 0.2370
H 2.291 0.981 -2.959 0.2031
H 0.218 1.975 -3.973 0.1722
H 1.886 4.037 -2.458 0.1944
H 0.900 4.352 -3.890 0.2145
H 2.340 3.325 -4.013 0.2032
H -0.182 3.111 -1.435 0.4560